C2H3NOS in the gas phase in a non-equilibrium geometry. Source: the OMol25 dataset; level of theory: the ωB97M-V functional and the def2-TZVPD basis.

- DFT total energy (eV) = -16490.3206
- expectation value of S² = 2.02
- HOMO energy (spin up / spin down) (eV) = -8.07 / -9.94
- frontier orbital gap (spin up / spin down) (eV) = 8.77 / 6.99
- relative energy (zero: lowest compared OMol25 entry of this formula, charge and spin) (kcal per mole) = 63.68

ORCA input file:
```
! wB97M-V def2-TZVPD RIJCOSX def2/J DEFGRID3
* xyz 0 3
C 0.98986 0.45821 0.63191
C -0.12401 0.46044 -0.04676
N -0.71052 -0.80758 -0.49458
O -0.05033 -1.84379 -0.43559
S -2.20646 -0.78829 -1.42251
H 1.27769 1.48784 0.88277
H 1.52860 -0.36864 1.19900
H -0.70483 1.40180 -0.31424
*
```

A gas-phase ion, C4H8NO2 (charge -1) in a non-equilibrium geometry. Source: the OMol25 dataset; level of theory: the ωB97M-V functional and the def2-TZVPD basis.

- DFT total energy (eV) = -9862.7000
- HOMO energy (eV) = -3.00
- frontier orbital gap (eV) = 6.79
- relative energy (zero: lowest compared OMol25 entry of this formula, charge and spin) (kcal per mole) = 48.12
- structure (SMILES) = CCC(=O)NC[O-]

ORCA input file:
```
! wB97M-V def2-TZVPD RIJCOSX def2/J DEFGRID3
* xyz -1 1
O -0.38509 -2.01312 0.15545
C 0.02818 -0.84649 -0.02537
N 0.53314 -0.62215 -1.31826
C 1.21892 0.65527 -1.92628
O 2.08353 0.37493 -2.84003
C -0.03815 0.17579 1.10195
C -1.39741 0.05624 1.74416
H 0.73777 -1.49065 -1.89904
H 1.54695 1.15975 -0.96196
H 0.23845 1.18008 -2.30857
H 0.75772 0.13894 1.88543
H 0.06802 1.16021 0.73239
H -1.53227 0.86681 2.45266
H -1.72164 -0.84526 2.25154
H -2.13810 0.04965 0.95593
*
```

2 unconnected molecules or ions with the total composition C33H31NO7 in a non-equilibrium geometry. Source: the OMol25 dataset; level of theory: the ωB97M-V functional and the def2-TZVPD basis.

- DFT total energy (eV) = -50540.3671
- HOMO energy (eV) = -5.67
- frontier orbital gap (eV) = 1.80
- relative energy (zero: lowest compared OMol25 entry of this formula, charge and spin) (kcal per mole) = 127.92

ORCA input file:
```
! wB97M-V def2-TZVPD RIJCOSX def2/J DEFGRID3
* xyz 0 1
C -2.52174 5.86833 0.33032
C -2.23616 4.45170 -0.04437
C -1.48553 4.15561 -1.17836
C -1.20529 2.85503 -1.51996
C -1.66886 1.77310 -0.74274
C -1.34213 0.44058 -1.14104
C -1.91394 -0.78755 -0.74356
C -3.13315 -0.89760 -0.02945
C -3.65010 -2.11619 0.29935
C -2.99872 -3.30536 -0.07182
O -3.53696 -4.57824 0.21469
C -4.77908 -4.94046 -0.38169
C -4.78532 -5.75497 -1.51675
C -5.96455 -6.10507 -2.12904
C -7.16508 -5.64497 -1.62716
C -7.18243 -4.84072 -0.50504
C -6.00495 -4.49067 0.11203
C -1.79790 -3.21167 -0.79299
C -1.27630 -1.99629 -1.12437
C -2.38470 2.09025 0.43001
C -2.67081 3.39571 0.75451
H -3.35206 5.94179 1.03368
H -1.65444 6.33339 0.80053
H -2.78418 6.46365 -0.54525
H -1.12441 4.96290 -1.79466
H -0.61649 2.64741 -2.39790
H -0.55240 0.36588 -1.87176
H -3.70237 -0.01298 0.18978
H -4.57292 -2.18185 0.84563
H -3.84292 -6.09326 -1.90701
H -5.94889 -6.72832 -3.00775
H -8.08674 -5.90657 -2.11582
H -8.11895 -4.47473 -0.11909
H -6.01321 -3.86723 0.98622
H -1.32266 -4.12271 -1.11259
H -0.36870 -1.94323 -1.69948
H -2.63444 1.30865 1.12527
H -3.23918 3.61251 1.64348
C 0.92718 -0.73758 3.79849
C 1.96807 0.30128 3.45157
O 2.46163 0.10325 2.15319
C 3.42905 1.02944 1.87311
C 4.19799 0.87632 0.64146
C 4.11040 -0.38590 -0.08171
O 4.49175 -0.46538 -1.23993
O 3.54748 -1.45872 0.56703
C 3.11508 -2.44706 -0.34317
C 1.90958 -3.17725 0.21189
C 4.91734 1.98483 0.09386
C 5.73574 1.85961 -1.04661
C 6.32276 2.95128 -1.62785
C 6.11622 4.21597 -1.10290
N 6.64885 5.40071 -1.75947
O 6.31181 6.51336 -1.33374
O 7.41233 5.25246 -2.72267
C 5.35595 4.36494 0.04285
C 4.78431 3.27657 0.63762
O 3.63780 1.96882 2.62674
H 0.58688 -0.66238 4.83090
H 0.06198 -0.63938 3.14477
H 1.32815 -1.73918 3.64551
H 1.57107 1.32613 3.50468
H 2.83457 0.25252 4.12831
H 2.87188 -1.93845 -1.28945
H 3.95899 -3.12299 -0.54205
H 1.54572 -3.95391 -0.46073
H 2.14847 -3.63845 1.17026
H 1.09368 -2.47736 0.39681
H 5.87562 0.88942 -1.48924
H 6.93829 2.84785 -2.50638
H 5.21108 5.35400 0.44413
H 4.21098 3.40939 1.53684
*
```